Entry 1:
{
  "formula": "C4H12",
  "method": "ωB97M-V with the def2-TZVPD basis set",
  "e_homo_ev": -11.32,
  "homo_lumo_gap_ev": 12.35,
  "smiles": "CC.CC",
  "total_energy_ha": -159.52972,
  "elements": ["C", "C", "C", "C", "H", "H", "H", "H", "H", "H", "H", "H", "H", "H", "H", "H"],
  "xyz": [[-2.339, 1.307, -1.262], [-1.184, 2.272, -0.801], [2.140, -2.109, 0.411], [1.356, -1.423, 1.570], [0.783, -2.304, 2.159], [-1.572, 3.308, -0.580], [-0.691, 1.863, 0.140], [-3.147, 2.006, -1.040], [1.930, -1.190, 2.352], [-0.329, 2.271, -1.434], [1.620, -2.080, -0.548], [2.294, -3.165, 0.457], [-2.420, 0.482, -0.495], [3.204, -1.695, 0.282], [0.730, -0.514, 1.368], [-2.238, 0.735, -2.173]],
  "forces_ev_per_a": [[0.809, 0.116, 2.965], [0.292, -0.879, 1.608], [1.079, 1.575, -0.523], [-3.019, -3.434, -1.254], [0.260, 2.086, -1.718], [0.643, -1.130, -0.413], [-0.933, 0.654, -0.746], [-0.942, -0.979, -1.165], [2.985, 1.371, 2.694], [0.429, 0.484, -1.031], [-0.018, 0.723, -0.027], [-0.021, -0.825, 1.050], [-0.052, 0.874, -0.575], [-1.643, -0.250, 0.038], [0.369, -1.238, -0.265], [-0.237, 0.851, -0.638]],
  "nbo_charge": [-0.6367, -0.6135, -0.6231, -0.6083, 0.1976, 0.2041, 0.2004, 0.2185, 0.1998, 0.2071, 0.2082, 0.2102, 0.2009, 0.2013, 0.2141, 0.2192]
}

---

Entry 2:
{
  "formula": "C4H12",
  "method": "ωB97M-V with the def2-TZVPD basis set",
  "e_homo_ev": -11.24,
  "homo_lumo_gap_ev": 12.35,
  "smiles": "CC.CC",
  "total_energy_ha": -159.55896,
  "elements": ["C", "C", "C", "C", "H", "H", "H", "H", "H", "H", "H", "H", "H", "H", "H", "H"],
  "xyz": [[-0.646, -1.432, -2.083], [0.914, -1.427, -2.048], [-0.798, 1.677, 2.402], [0.508, 1.219, 1.700], [-1.002, -0.966, -1.170], [0.867, 0.267, 2.142], [-0.895, 1.253, 3.396], [-1.622, 1.307, 1.780], [1.404, -0.758, -1.340], [1.415, 1.670, 2.106], [-0.996, -2.459, -2.144], [1.324, -1.243, -3.070], [-0.880, 2.780, 2.369], [1.145, -2.453, -1.787], [0.363, 1.312, 0.621], [-0.954, -0.844, -2.949]],
  "forces_ev_per_a": [[1.251, 0.863, 0.015], [-0.409, -0.704, -0.997], [0.422, 0.179, -1.168], [0.238, -0.376, 1.873], [-0.416, -0.038, 0.016], [-1.150, -0.628, -1.259], [-0.043, 0.308, 0.173], [-0.045, -0.017, 0.358], [-0.318, 0.077, -0.046], [-0.169, 1.498, -0.628], [-0.234, 0.130, -0.119], [-0.185, -0.105, 0.816], [0.024, -0.536, 0.419], [0.768, -0.065, 0.147], [0.721, -0.437, 0.214], [-0.455, -0.147, 0.186]],
  "nbo_charge": [-0.6086, -0.6121, -0.6081, -0.6318, 0.2044, 0.2113, 0.2061, 0.2003, 0.2072, 0.2074, 0.2041, 0.2003, 0.2028, 0.2017, 0.2123, 0.2030]
}

---

Entry 3:
{
  "formula": "C4H12",
  "method": "ωB97M-V with the def2-TZVPD basis set",
  "multiplicity": 2,
  "e_homo_ev": [-16.60, -15.06],
  "homo_lumo_gap_ev": [13.51, 3.56],
  "total_energy_ha": -159.09725,
  "s2": 0.75,
  "charge": 1,
  "elements": ["C", "C", "C", "C", "H", "H", "H", "H", "H", "H", "H", "H", "H", "H", "H", "H"],
  "xyz": [[-1.423, 1.808, -0.158], [-1.250, 1.429, 1.265], [0.643, -2.130, -0.497], [1.907, -1.112, -0.767], [0.307, -1.814, 0.638], [0.033, -1.701, -1.186], [2.735, -1.341, 0.046], [-2.429, 2.242, -0.261], [1.671, 0.010, -0.713], [-0.593, 2.061, 1.841], [-2.158, 1.119, 1.879], [0.937, -3.164, -0.633], [-0.881, 2.662, -0.652], [2.377, -1.394, -1.633], [-0.697, 0.445, 1.501], [-1.178, 0.881, -0.669]],
  "forces_ev_per_a": [[-0.526, 2.465, 0.487], [-0.236, -0.235, 0.820], [2.179, 1.500, 4.040], [0.881, 1.197, 4.648], [0.877, -1.010, -2.456], [-2.345, 0.364, -2.238], [-1.885, 0.509, -1.095], [-0.401, -1.309, -0.632], [0.180, -1.881, -0.239], [0.735, 0.472, 0.242], [0.436, 0.221, -1.116], [-0.411, -0.007, 0.148], [0.584, -1.106, 1.173], [0.468, -0.539, -2.744], [0.091, -0.077, -0.069], [-0.625, -0.566, -0.970]],
  "nbo_charge": [-0.6444, -0.5140, -0.4794, -0.5339, 0.2313, 0.2166, 0.2461, 0.2816, 0.2184, 0.2856, 0.3003, 0.2492, 0.2686, 0.2340, 0.3446, 0.2953]
}

---

Entry 4:
{
  "formula": "C4H12",
  "method": "ωB97M-V with the def2-TZVPD basis set",
  "multiplicity": 2,
  "e_homo_ev": [-16.93, -15.57],
  "homo_lumo_gap_ev": [14.00, 4.36],
  "total_energy_ha": -159.15738,
  "s2": 0.76,
  "charge": 1,
  "elements": ["C", "C", "C", "C", "H", "H", "H", "H", "H", "H", "H", "H", "H", "H", "H", "H"],
  "xyz": [[-1.342, 0.214, 1.232], [2.582, 0.472, -0.732], [-2.657, -0.514, 0.905], [1.439, -0.162, -1.444], [-2.737, -0.709, -0.155], [0.961, 0.511, -2.159], [-0.607, -0.591, 0.872], [3.319, 0.837, -1.480], [3.061, -0.166, 0.010], [-3.433, 0.131, 1.380], [-2.763, -1.459, 1.448], [0.599, -0.310, -0.671], [-1.283, 1.157, 0.693], [2.325, 1.379, -0.169], [1.720, -1.126, -1.864], [-1.147, 0.432, 2.280]],
  "forces_ev_per_a": [[-0.922, 0.887, -0.031], [-0.331, 0.360, 0.998], [0.795, -0.989, 0.602], [0.919, 0.545, -0.140], [-0.532, 0.332, -0.113], [-0.187, -0.138, -0.074], [0.224, 0.028, -0.195], [0.051, -0.196, -0.001], [0.269, -0.283, -0.442], [0.082, 0.294, -0.394], [0.079, 0.039, -0.132], [-0.346, -0.235, 0.368], [0.327, -0.226, -0.250], [-0.160, 0.136, -0.358], [-0.502, -0.173, 0.079], [0.234, -0.380, 0.082]],
  "nbo_charge": [-0.5056, -0.6154, -0.5608, -0.5147, 0.2410, 0.2552, 0.3155, 0.3070, 0.2410, 0.3191, 0.2449, 0.2782, 0.2382, 0.2434, 0.2560, 0.2572]
}

---

Entry 5:
{
  "formula": "C4H12",
  "method": "ωB97M-V with the def2-TZVPD basis set",
  "multiplicity": 2,
  "e_homo_ev": [-16.46, -15.31],
  "homo_lumo_gap_ev": [13.36, 3.77],
  "total_energy_ha": -159.11612,
  "s2": 0.75,
  "charge": 1,
  "elements": ["C", "C", "C", "C", "H", "H", "H", "H", "H", "H", "H", "H", "H", "H", "H", "H"],
  "xyz": [[-1.117, -1.159, 0.186], [-1.138, -1.905, 1.481], [0.589, 1.861, -0.324], [1.739, 1.295, -1.393], [1.488, 0.263, -1.759], [-0.073, 2.428, -0.948], [1.044, 2.342, 0.605], [-0.511, -2.796, 1.486], [-1.770, -1.683, -0.525], [-0.048, -1.342, -0.159], [1.717, 2.061, -2.079], [-1.376, -0.111, 0.331], [-0.073, 1.142, 0.071], [-2.090, -2.425, 1.506], [2.698, 1.175, -0.838], [-1.081, -1.146, 2.359]],
  "forces_ev_per_a": [[-0.746, -0.251, 1.344], [1.768, 2.990, 1.144], [2.613, -0.434, -0.425], [-0.598, -1.417, 3.810], [-0.249, 1.192, 0.011], [-0.356, 0.738, -0.246], [-0.336, -0.452, -1.387], [0.377, -0.117, 0.517], [0.393, 0.368, -1.012], [-0.185, -0.086, -0.395], [0.675, 1.076, -2.054], [-0.238, -0.347, -0.361], [-0.971, -1.222, 0.873], [-1.551, -0.497, -0.039], [-0.628, 0.465, -0.656], [0.033, -2.005, -1.124]],
  "nbo_charge": [-0.5549, -0.5735, -0.5435, -0.5688, 0.2281, 0.2520, 0.2694, 0.2841, 0.3054, 0.3589, 0.2270, 0.2475, 0.2017, 0.3661, 0.2305, 0.2700]
}

---

Entry 6:
{
  "formula": "C4H12",
  "method": "ωB97M-V with the def2-TZVPD basis set",
  "multiplicity": 2,
  "e_homo_ev": [-17.11, -15.20],
  "homo_lumo_gap_ev": [14.25, 3.60],
  "total_energy_ha": -159.13585,
  "s2": 0.75,
  "charge": 1,
  "elements": ["C", "C", "C", "C", "H", "H", "H", "H", "H", "H", "H", "H", "H", "H", "H", "H"],
  "xyz": [[-1.945, -1.471, 0.391], [0.994, 0.910, -0.608], [-1.418, -0.650, 1.546], [2.346, 1.044, -1.258], [-1.901, -0.620, 2.533], [2.127, 0.956, -2.348], [2.646, 2.109, -1.153], [3.179, 0.416, -0.955], [-3.034, -1.589, 0.466], [-1.235, 0.378, 1.230], [0.869, 1.408, 0.390], [-1.387, -2.380, 0.249], [0.783, -0.139, -0.388], [-2.009, -0.797, -0.501], [-0.398, -0.990, 1.786], [0.383, 1.416, -1.380]],
  "forces_ev_per_a": [[0.306, 1.326, 1.398], [1.260, 0.106, -1.271], [1.748, -1.369, -0.196], [-0.492, 0.139, 0.305], [-0.584, 0.219, -0.274], [0.699, 0.124, 0.049], [-0.038, 0.013, -0.328], [-0.295, -0.250, 0.073], [-0.436, -0.203, -0.002], [-0.654, 0.896, 0.027], [-0.398, 0.039, 0.008], [-0.065, -0.190, -0.461], [-0.254, -0.254, 0.077], [0.193, -0.318, -0.503], [-0.318, -0.181, 0.067], [-0.672, -0.096, 1.029]],
  "nbo_charge": [-0.5702, -0.5750, -0.6089, -0.5884, 0.3001, 0.2871, 0.2942, 0.2466, 0.3141, 0.2703, 0.3114, 0.2515, 0.2643, 0.3077, 0.2278, 0.2674]
}

---

Entry 7:
{
  "formula": "C4H12",
  "method": "ωB97M-V with the def2-TZVPD basis set",
  "multiplicity": 2,
  "e_homo_ev": [-15.21, -14.86],
  "homo_lumo_gap_ev": [11.88, 3.17],
  "total_energy_ha": -159.14301,
  "s2": 0.75,
  "charge": 1,
  "elements": ["C", "C", "C", "C", "H", "H", "H", "H", "H", "H", "H", "H", "H", "H", "H", "H"],
  "xyz": [[-2.941, -0.260, -0.687], [1.835, 0.839, 0.870], [-1.474, -0.156, -1.086], [2.598, -0.411, 0.918], [-1.396, -0.669, -2.038], [-3.577, 0.464, -1.207], [-0.891, -0.640, -0.288], [2.164, -1.295, 0.421], [0.820, 0.778, 1.386], [-1.087, 0.875, -1.136], [-3.323, -0.175, 0.336], [-3.258, -1.266, -0.981], [2.447, 1.631, 1.304], [1.415, 1.055, -0.146], [3.543, -0.294, 0.269], [2.943, -0.585, 1.945]],
  "forces_ev_per_a": [[-0.880, -0.543, -0.276], [1.437, -0.876, -0.709], [-0.586, 0.641, 1.018], [-1.192, 0.220, -0.336], [0.604, 0.040, -0.012], [0.129, -0.053, -0.376], [0.280, -0.325, -0.245], [-0.095, 0.308, 0.018], [-0.287, 0.279, -0.007], [-0.207, -0.209, -0.188], [0.963, 0.257, 0.273], [-0.242, 0.226, -0.119], [-0.591, 0.267, 0.429], [-0.258, -0.108, 0.175], [0.182, -0.138, 0.456], [0.745, 0.013, -0.100]],
  "nbo_charge": [-0.6194, -0.5577, -0.5964, -0.5788, 0.2345, 0.2399, 0.1971, 0.2899, 0.4087, 0.2012, 0.2283, 0.2193, 0.2844, 0.3394, 0.3998, 0.3099]
}

---

Entry 8:
{
  "formula": "C4H12",
  "method": "ωB97M-V with the def2-TZVPD basis set",
  "multiplicity": 2,
  "e_homo_ev": [-16.14, -15.53],
  "homo_lumo_gap_ev": [13.06, 4.44],
  "total_energy_ha": -159.15541,
  "s2": 0.75,
  "charge": 1,
  "elements": ["C", "C", "C", "C", "H", "H", "H", "H", "H", "H", "H", "H", "H", "H", "H", "H"],
  "xyz": [[0.846, 0.842, 0.374], [-1.277, -1.638, -0.276], [-1.604, -0.588, -1.288], [2.027, 1.412, 1.202], [1.239, -0.143, 0.040], [-1.765, 0.451, -0.969], [-1.270, -2.712, -0.588], [1.645, 2.387, 1.553], [-2.091, -1.738, 0.461], [-0.218, -1.398, -0.004], [-2.579, -0.886, -1.719], [2.245, 0.763, 2.041], [0.676, 1.441, -0.521], [2.875, 1.686, 0.580], [-0.064, 0.782, 0.963], [-0.815, -0.596, -2.048]],
  "forces_ev_per_a": [[1.100, 0.526, 0.368], [-1.380, -0.050, -0.265], [0.423, -0.251, -0.444], [-1.330, 0.647, -0.514], [-0.364, -0.347, -0.207], [-0.090, 0.001, -0.044], [0.800, 0.028, 0.112], [0.109, -0.242, 0.383], [0.147, 0.394, 0.049], [0.409, -0.218, -0.029], [-0.325, 0.006, 0.325], [0.360, 0.156, 0.124], [-0.158, -0.177, -0.172], [0.213, -0.560, 0.043], [-0.002, -0.189, 0.066], [0.085, 0.276, 0.204]],
  "nbo_charge": [-0.5892, -0.5140, -0.5729, -0.5916, 0.2355, 0.3084, 0.3462, 0.2486, 0.2950, 0.3397, 0.3230, 0.2306, 0.2332, 0.2322, 0.2108, 0.2646]
}

---

Number 1: strongest force on any atom 4.74 eV/A. Number 2: strongest force on any atom 1.93 eV/A. Number 3: strongest force on any atom 4.88 eV/A. Number 4: strongest force on any atom 1.40 eV/A. Number 5: strongest force on any atom 4.11 eV/A. Number 6: strongest force on any atom 2.23 eV/A. Number 7: strongest force on any atom 1.83 eV/A. Number 8: strongest force on any atom 1.57 eV/A.